# 1
Computed, not measured: a molecular structure, C12H20N2O3Ti at a distorted geometry, with the ωB97M-V functional and the def2-TZVPD basis.

Positions of all 38 atoms, in Å:
Ti  0.29332  -0.00753  -0.10343
O  -0.24965  -3.48298  0.11946
C  -1.11306  -4.25953  -0.70991
C  -0.57832  -5.13471  -1.94349
O  0.38184  -6.15052  -1.75976
H  -1.95432  -3.66465  -1.06558
H  -1.63788  -4.99062  -0.09495
H  -0.33746  -4.43541  -2.74416
H  -1.47188  -5.55804  -2.40221
N  -3.36480  1.18331  -1.59291
C  -2.60975  2.30817  -1.57135
C  -2.34277  2.56804  -0.24214
C  -3.02070  1.56036  0.53428
C  -3.63174  0.75002  -0.32395
H  -3.71521  0.76044  -2.44056
H  -2.15467  2.84628  -2.38973
H  -1.76898  3.40847  0.11957
H  -3.04368  1.45297  1.60869
H  -4.36802  -0.00387  -0.08744
N  2.73024  -1.01331  -2.67382
C  1.86756  -0.02480  -3.02481
C  2.19911  1.25395  -2.45114
C  3.22121  0.86388  -1.57371
C  3.49817  -0.48553  -1.68123
H  2.79090  -1.90857  -3.13742
H  1.17844  -0.28902  -3.81329
H  1.79085  2.25211  -2.50935
H  3.79876  1.52646  -0.94614
H  4.27116  -1.07455  -1.21013
C  0.60828  2.77889  5.00969
C  1.27627  1.55985  4.38247
O  1.23430  1.68908  2.96608
H  0.36989  2.48694  6.03245
H  -0.26066  3.16631  4.47777
H  1.29247  3.62477  5.07670
H  0.67009  0.68574  4.62036
H  2.29186  1.35322  4.72006
H  1.85884  2.40438  2.82502

Properties
Calculated total energy = -1653.61219 a.u.
Molar mass = 288.170 g/mol
F_max = 3.91 eV/Å
Charge = -1
Kohn-Sham gap (spin up / spin down) = 4.8 / 4.3 eV
<S²> = 3.79
Spin multiplicity = 4

Results of the Löwdin charge analysis, in e, for atoms 1 through 6: atom 1 (Ti): 0.654, atom 2 (O): -0.354, atom 3 (C): -0.372, atom 4 (C): -0.380, atom 5 (O): -0.235, atom 6 (H): 0.069



# 2
Computed, not measured: C12H20O in the gas phase at a distorted geometry, with the ωB97M-V functional and the def2-TZVPD basis.

Positions of all 33 atoms, in Å:
C  -0.41638  1.73190  2.91890
C  -1.42698  1.44621  1.73212
C  -0.58622  1.21323  0.49290
C  -1.51150  1.09678  -0.81422
C  -0.62416  0.33864  -1.76637
C  -1.02097  0.29399  -3.21245
C  0.39850  -0.23936  -1.02926
C  1.64030  -0.87189  -1.68560
C  3.05935  -0.57410  -1.15247
O  1.45237  -1.75396  -2.58999
C  0.24026  -0.11003  0.49263
C  -0.41859  -1.39391  1.00474
C  0.47255  -2.60224  1.07502
H  0.34856  2.36570  2.53238
H  -0.98537  2.45627  3.67083
H  -0.07545  0.87765  3.51566
H  -2.02513  2.34660  1.62953
H  -2.18980  0.61825  1.79866
H  0.07171  2.09141  0.39032
H  -1.75169  2.08329  -1.18091
H  -2.41508  0.58429  -0.54122
H  -0.50150  -0.53018  -3.76666
H  -2.11371  0.14922  -3.28105
H  -0.66757  1.23636  -3.69102
H  2.98521  -0.64369  -0.10674
H  3.28035  0.51159  -1.33670
H  3.81727  -1.24819  -1.65223
H  1.22405  0.19396  0.91180
H  -0.97339  -1.39088  2.00185
H  -1.23963  -1.58150  0.31375
H  1.10992  -2.39923  1.91758
H  -0.12080  -3.51451  1.27234
H  0.96353  -2.78168  0.13587

Properties
Calculated total energy = -544.42188 a.u.
Molar mass = 180.291 g/mol
F_max = 4.16 eV/Å
Kohn-Sham gap = 9.6 eV
SMILES = CC[C@@H]1CC(C)=C(C(C)=O)[C@@H]1CC

Results of the Löwdin charge analysis, in e, for atoms 1 through 6: atom 1 (C): -0.091, atom 2 (C): -0.229, atom 3 (C): -0.293, atom 4 (C): -0.094, atom 5 (C): -0.206, atom 6 (C): -0.038



# 3
Computed, not measured: a molecular structure, C12H21ClCuN3O4Pd at a distorted geometry, with the ωB97M-V functional and the def2-TZVPD basis.

Positions of all 43 atoms, in Å:
Pd  1.76587  -3.99063  -3.68187
Cu  0.84430  2.49909  -3.61708
Cl  1.18542  -0.67945  -1.46336
O  2.16978  0.11539  -0.89087
O  0.72867  0.23611  -2.49098
O  1.73989  -1.87601  -2.12165
O  0.13248  -1.04798  -0.57556
C  1.45487  -1.90293  3.95571
C  1.58250  -0.77145  2.87450
C  2.70203  0.22920  3.17514
C  2.46867  0.86585  4.50630
N  2.27949  1.23455  5.58983
H  0.96126  -1.71910  4.90999
H  2.48286  -2.19228  4.17389
H  1.01495  -2.80956  3.54028
H  0.60211  -0.31042  2.75462
H  1.72874  -1.11475  1.85037
H  2.71152  0.97309  2.37848
H  3.70559  -0.18818  3.09300
C  -0.51291  2.51699  3.05510
C  -0.50179  3.22361  1.65750
C  0.01670  2.31983  0.60559
C  0.27677  3.03845  -0.60413
N  0.50732  3.68931  -1.54405
H  -0.94159  3.16625  3.81851
H  0.48146  2.40526  3.48736
H  -1.10407  1.60123  3.05942
H  0.08462  4.13934  1.58214
H  -1.52016  3.51084  1.39575
H  -0.76187  1.57319  0.44918
H  0.81855  1.70259  1.01075
C  -2.84364  -1.32842  -5.16540
C  -2.44062  -0.93218  -3.71532
C  -2.61958  -2.07532  -2.71874
C  -1.48354  -2.99561  -2.94325
N  -0.57327  -3.66400  -3.16720
H  -3.84441  -1.75337  -5.24277
H  -2.24196  -2.15266  -5.54844
H  -2.55396  -0.43627  -5.72062
H  -2.91796  -0.01158  -3.37957
H  -1.39030  -0.64112  -3.70093
H  -3.51277  -2.64946  -2.96504
H  -2.68205  -1.79745  -1.66661

Properties
Calculated total energy = -3161.92367 a.u.
Molar mass = 476.736 g/mol
F_max = 6.32 eV/Å
Charge = +3
Kohn-Sham gap (spin up / spin down) = 9.1 / 3.9 eV
<S²> = 3.77
Spin multiplicity = 4

Results of the Löwdin charge analysis, in e, for atoms 1 through 6: atom 1 (Pd): 0.837, atom 2 (Cu): 0.757, atom 3 (Cl): 0.697, atom 4 (O): -0.114, atom 5 (O): -0.151, atom 6 (O): -0.267